4
Properties=species:S:1:pos:R:3:nbo_charge:R:1 method="wB97M-V/def2-TZVPD" homo_energy_ev=-9.91 smiles=N e_tot_ha=-56.54926 total_charge=0
N 0.135 0.172 -0.084 -1.084
H -0.219 -0.300 -0.902 0.364
H 0.696 -0.428 0.513 0.361
H -0.612 0.555 0.473 0.359

---

8
Properties=species:S:1:pos:R:3:nbo_charge:R:1 method="wB97M-V/def2-TZVPD" homo_energy_ev=-8.91 e_tot_ha=-603.04504 total_charge=0
N 0.328 -1.545 -0.526 -0.059
N -0.473 1.278 0.622 -1.156
O 1.026 -0.306 -0.919 -0.677
O 0.127 -1.190 0.823 -0.648
P 0.942 0.399 0.668 1.438
H -0.626 -1.741 -0.996 0.320
H -1.102 0.869 -0.033 0.394
H -0.223 2.236 0.361 0.389

---

9
Properties=species:S:1:pos:R:3:nbo_charge:R:1 method="wB97M-V/def2-TZVPD" homo_energy_ev="-10.92 / -10.92" e_tot_ha=-678.34512 total_charge=0
N -0.046 0.486 1.242 -0.086
N -0.788 -0.682 -1.068 -1.155
O 1.798 -0.975 -0.595 -1.031
O 0.732 1.477 -0.656 -1.041
O 0.361 0.465 2.388 -0.171
P 0.721 -0.014 -0.638 2.344
H -0.570 1.294 0.876 0.353
H -1.537 -0.371 -0.557 0.383
H -0.670 -1.680 -0.993 0.404